The following is a DFT calculation (ωB97M-V/def2-TZVPD) of a cluster of 5 separate species, C5H22N2O4S in total in a non-equilibrium geometry.

```
! RIJCOSX wB97M-V def2-TZVPD def2/J DEFGRID3
* xyz 0 1
C -1.6684 1.1029 1.6920
N -1.0780 1.1517 0.3550
C -2.1302 1.6124 -0.5517
C 0.2209 1.8537 0.3827
C 1.3381 0.8970 0.0057
N 2.0675 0.3298 1.1550
C 2.4126 1.5293 -0.8897
S 1.7648 2.1785 -2.5055
H -2.5156 0.4104 1.7006
H -0.9463 0.5668 2.3187
H -1.9353 2.0282 2.2145
H -1.7936 1.9286 -1.5418
H -2.7853 0.7597 -0.7044
H -2.6653 2.4949 -0.1808
H 0.3487 2.2487 1.3966
H 0.2124 2.7953 -0.1787
H 0.8615 0.0601 -0.5148
H 1.7555 -0.5908 1.4424
H 1.8459 0.9174 1.9519
H 3.1177 0.8188 -1.2980
H 2.7642 2.3578 -0.2845
H 0.4697 1.9066 -2.2991
O -1.6024 -1.4814 -1.3924
H -2.2281 -1.3561 -0.6742
H -0.8190 -0.9782 -1.1466
O 0.3324 -3.5316 0.2093
H 0.8463 -2.7843 -0.1075
H -0.1742 -3.7103 -0.5933
O 0.7061 -3.3154 -2.6092
H 0.9028 -2.5128 -2.1094
H -0.2509 -3.1559 -2.6804
O 0.3260 -1.9266 2.5598
H 0.4632 -2.6715 3.1369
H -0.1637 -1.9340 1.7411
*
```

Computed properties:
structure (SMILES): CN(C)C[C@H](N)CS.O.O.O.O
frontier orbital gap: 9.379 eV
E_LUMO: 0.235 eV
E_tot: -1012.2905 a.u.
energy relative to the best compared isomer or geometry (same formula, charge and spin): 233.95 kJ/mol

Löwdin population analysis, charges in e, atoms 1 to 2:
1. C -0.1134
2. N -0.2593